Entry 1:
Density functional theory data (ωB97M-V/def2-TZVPD) for a cluster of 3 separate species, C18H40Br5N4O5P2 in total.

```
! RIJCOSX wB97M-V def2-TZVPD def2/J DEFGRID3
* xyz 1 1
Br 1.202 -2.338 -4.479
Br 2.233 -4.580 -1.805
Br 0.170 4.750 -5.409
Br -2.127 1.999 -4.737
Br 3.860 -0.608 1.099
P -0.494 -1.371 4.637
P -1.562 2.528 0.004
O -1.009 3.281 -1.285
O -0.173 -2.143 5.846
O 0.389 -4.337 4.253
O -2.569 3.277 0.785
O -0.211 2.152 0.789
N -3.183 0.430 2.709
N 0.709 -3.911 2.996
N -0.876 -2.182 3.156
N 0.201 -2.615 1.123
C 0.751 4.942 -0.961
C -2.097 0.958 -0.693
C 3.253 -3.413 1.417
C 0.066 -2.893 2.476
C -1.022 -0.105 -1.008
C -1.772 4.728 -5.518
C 0.358 3.620 -1.594
C 2.606 -2.024 1.580
C -1.387 -1.541 -0.587
C -2.395 3.900 -4.426
C -1.483 -1.223 2.083
C 2.542 -4.757 -3.723
C 1.686 2.806 2.097
C 2.806 -3.425 -4.370
C 0.185 2.933 1.947
C -2.973 -0.949 2.302
C -1.160 -2.052 0.840
C 1.361 -1.757 0.737
H 3.534 -2.841 -3.816
H 1.660 -5.245 -4.124
H -3.486 -1.145 1.352
H -0.069 5.661 -1.060
H 2.205 3.175 1.206
H 1.215 -4.512 4.723
H -3.472 4.053 -4.402
H -1.975 4.109 -3.448
H 1.002 4.841 0.099
H 2.411 -1.815 2.638
H 1.593 -1.978 -0.310
H -2.567 1.261 -1.636
H -2.015 4.342 -6.502
H 1.078 -0.703 0.813
H -0.376 2.542 2.802
H -2.452 -1.696 -0.802
H 3.406 -5.408 -3.827
H 2.550 -4.161 1.031
H -2.908 0.581 -0.058
H -1.814 -2.932 0.956
H -3.417 0.528 3.685
H 1.985 1.760 2.224
H -0.901 -0.145 -2.091
H 1.015 2.810 -1.265
H -0.129 3.971 1.803
H -0.045 0.200 -0.632
H -0.926 -0.279 2.137
H 4.082 -3.390 0.705
H 0.526 -0.525 4.166
H 3.150 -3.566 -5.392
H 3.668 -3.747 2.373
H 2.031 3.377 2.964
H 0.389 3.679 -2.689
H 1.328 -4.472 2.426
H -1.616 -0.539 4.633
H -0.852 -2.250 -1.230
H -3.370 -1.682 3.015
H -3.856 0.944 2.162
H -2.094 5.764 -5.438
H 1.628 5.352 -1.474
*
```

As for the gap between HOMO and LUMO: 0.31895 hartree.

Taken from the Mulliken analysis, the atomic charges in e are: -0.129, -0.111, -0.136, -0.121, -0.124, 0.549, 0.574, -0.127, -0.665, -0.345, -0.892, -0.345, -0.345, 0.378, 0.184, 0.459, -1.202, -0.770, -1.294, -0.764, -0.366, -0.581, 0.273, 0.340, -1.887, -0.399, 1.085, -0.578, -1.039, -0.617, -0.567, -1.504, -0.461, 0.035, 0.367, 0.362, 0.620, 0.296, 0.255, 0.352, 0.452, 0.057, 0.205, 0.386, 0.473, 0.561, 0.386, -0.552, 0.325, 0.711, 0.356, 0.202, 0.480, 0.466, 0.251, 0.075, 0.463, 0.128, 0.554, 0.237, 0.146, 0.390, 0.034, 0.376, 0.247, 0.476, 0.184, 0.360, 0.058, 0.425, 0.308, 0.226, 0.377, 0.418



Entry 2:
Density functional theory data (ωB97M-V/def2-TZVPD) for a cluster of 8 separate species, C37H84F3N4O11P2S7 in total.

```
! RIJCOSX wB97M-V def2-TZVPD def2/J DEFGRID3
* xyz 1 1
S -5.506 4.834 0.850
S -5.261 -4.276 5.861
S 1.050 4.918 -1.096
S 5.351 3.785 0.239
S -3.616 2.074 -7.563
S 8.913 6.497 2.667
S 11.137 3.660 -0.997
P -0.399 -0.191 -3.264
P 0.746 -3.592 2.375
F -3.733 -0.233 0.173
F -2.168 2.389 0.763
F -0.462 0.762 0.612
O 10.299 7.043 2.734
O 5.689 3.538 1.674
O -2.508 2.959 -8.017
O -5.826 5.629 -0.366
O -0.425 1.446 -2.866
O 2.489 4.961 -1.479
O 10.355 4.738 -1.670
O -3.814 -4.295 5.474
O -5.789 -4.603 1.088
O 0.939 -0.733 -2.834
O -0.710 -0.309 -4.905
N -2.051 -7.449 2.618
N -3.072 -4.741 1.820
N -2.660 -3.036 0.025
N -4.844 -3.831 0.478
C -5.436 -5.296 7.336
C 0.383 -0.978 -5.627
C -0.990 -6.472 2.992
C -3.552 -3.892 0.795
C 0.910 3.859 0.357
C -2.831 -3.284 -1.439
C 10.594 3.590 0.723
C 12.780 4.318 -0.649
C -1.534 -5.169 3.724
C 5.149 2.177 -0.554
C 6.882 4.224 -0.609
C 8.120 7.212 1.210
C 7.920 7.388 3.880
C -1.090 -3.104 2.067
C -5.579 -2.700 6.678
C -2.132 -4.061 2.767
C -1.785 -2.543 -2.362
C 1.869 -2.615 1.179
C 0.223 -2.547 -5.318
C -4.360 1.341 -9.033
C 0.592 2.188 -3.589
C -1.217 -1.602 2.643
C -1.261 -3.170 0.473
C -2.692 0.011 1.109
C -0.015 2.862 -4.921
C -2.870 0.552 -6.944
C 1.297 -2.949 4.089
C -5.734 -5.980 0.608
C -2.630 -0.915 2.373
C -6.896 -6.233 -0.486
C -1.755 -0.965 -2.200
C 0.669 6.462 -0.244
C -0.428 -5.631 -0.515
C -1.806 1.053 0.848
C -5.091 3.163 0.307
C -0.575 -4.513 -0.029
C -7.069 4.397 1.637
H 0.698 -3.149 -6.144
H 1.622 -1.857 4.011
H -5.880 2.774 -0.339
H -7.737 3.933 0.909
H -0.295 3.938 -4.748
H 8.273 7.119 4.876
H -6.454 -5.213 7.718
H 0.737 7.276 -0.964
H 7.649 3.475 -0.410
H -2.831 -0.237 3.269
H 8.217 8.299 1.229
H -2.772 -0.524 -2.412
H -0.345 6.415 0.157
H -2.402 -5.523 4.373
H 7.219 5.191 -0.236
H 1.453 -1.591 0.946
H 4.260 1.700 -0.140
H -0.974 2.325 -5.217
H -0.771 -4.769 4.468
H -2.751 -4.406 -1.644
H 6.022 1.552 -0.357
H -4.853 2.132 -9.599
H -3.588 0.882 -9.653
H -4.156 3.206 -0.248
H 11.227 2.894 1.276
H -2.059 -2.807 -3.437
H -3.655 -0.170 -6.713
H 1.859 -3.219 0.212
H -5.482 -1.904 5.939
H 2.921 -2.613 1.580
H -6.882 3.713 2.467
H 1.385 6.628 0.562
H -2.189 0.141 -7.691
H 0.601 -2.819 -4.290
H -1.428 -0.751 -1.135
H 1.050 3.005 -2.951
H -0.325 -1.004 2.305
H -2.365 -7.185 1.667
H -5.099 0.595 -8.737
H 6.698 4.297 -1.682
H -4.766 -6.246 0.089
H -0.289 -6.230 2.125
H -0.054 -6.600 -0.914
H -0.111 3.894 0.739
H -3.503 -1.648 2.371
H -0.323 -6.998 3.755
H -0.728 -2.928 -2.224
H 9.564 3.236 0.744
H -3.865 -2.996 -1.829
H -0.618 -2.314 0.082
H -4.720 -4.980 8.096
H -1.594 -8.362 2.457
H 0.277 -0.768 -6.741
H 8.030 8.464 3.735
H 5.019 2.315 -1.628
H -1.136 -1.718 3.775
H 12.696 5.267 -0.117
H -6.593 -2.698 7.081
H -5.851 -6.740 1.448
H -3.825 -5.122 2.408
H -5.207 -3.194 -0.246
H -5.238 -6.333 7.061
H 1.439 1.520 -3.924
H 0.766 2.727 -5.724
H 13.343 3.599 -0.052
H 7.066 6.929 1.194
H -0.901 -2.725 -5.312
H 1.613 4.185 1.126
H 1.403 -0.599 -5.333
H -6.452 -6.425 -1.514
H 8.614 6.819 0.321
H 1.148 2.836 0.060
H 13.292 4.479 -1.598
H -2.782 -3.394 3.430
H -7.481 -5.269 -0.539
H 6.873 7.098 3.779
H -7.528 5.309 2.018
H -4.855 -2.543 7.479
H -2.316 0.786 -6.039
H 10.647 4.583 1.172
H 2.222 -3.522 4.413
H -4.966 2.518 1.179
H -7.566 -7.071 -0.147
H 0.473 -3.014 4.856
*
```

As for the gap between HOMO and LUMO: 0.23713 hartree.

Atom charges from the Mulliken analysis, given in e for atoms 1 to 99: 0.504, 0.483, 0.522, 0.697, 0.494, 0.560, 0.483, 0.443, 0.254, -0.367, -0.185, -0.137, -0.642, -0.693, -0.605, -0.617, -0.154, -0.579, -0.600, -0.548, -0.384, -0.741, 0.142, -0.671, 0.601, 1.275, 0.408, -1.047, -0.366, -0.408, -1.072, -0.816, -0.933, -0.497, -0.921, -1.182, -0.952, -0.290, -0.954, -0.961, 1.811, -1.002, -1.034, -0.531, -0.733, -0.754, -0.939, 0.179, -1.067, -1.064, 0.474, -0.624, -0.455, -1.076, -0.010, -0.481, -1.008, 0.807, -1.030, -0.490, 0.043, -0.794, -1.475, -0.929, 0.441, 0.338, 0.440, 0.294, 0.325, 0.322, 0.410, 0.362, 0.065, 0.650, 0.467, 0.570, 0.360, 0.547, -0.227, 0.068, 0.269, -0.060, 0.222, 0.341, 0.379, 0.344, 0.302, 0.193, 0.418, 0.212, 0.443, 0.201, 0.276, 0.461, 0.325, 0.309, 0.287, 0.128, -1.189



no.,LUMO (eV)
1,-3.17
2,-3.26